Computed, not measured: a cluster of 2 separate species, C14H25BrF3O9PS2 in total in a non-equilibrium geometry, with the ωB97M-V functional and the def2-TZVPD basis.

Each line ends with the Mulliken charge.
CARTESIAN COORDINATES (ANGSTROEM)
C1 0.1172 5.3763 -0.3308  -0.990
S1 -0.9555 4.5313 -1.5036  1.578
O1 -0.5697 4.7890 -2.8561  -0.703
O2 -2.2741 4.9869 -1.2254  -0.708
C2 -0.8099 2.7269 -1.1565  1.026
C3 -1.4230 2.0047 -2.3446  -2.217
C4 -2.8842 2.3956 -2.6655  -0.505
C5 -3.4866 1.3081 -3.5233  -1.022
Br1 -2.5152 1.1187 -5.2222  -0.189
C6 0.7175 2.4099 -1.1224  -1.219
O3 1.2052 2.1499 0.1659  -0.436
C7 1.5465 0.8128 0.4283  -0.741
O4 2.9223 0.6193 0.5507  -0.436
C8 3.5498 0.0996 -0.6160  -0.147
C9 3.6041 -1.4059 -0.6349  -0.471
O5 2.3555 -2.0311 -0.8065  -0.429
O6 -1.4684 2.5375 0.0940  -0.239
C10 -1.9903 1.3278 0.2932  0.351
O7 -1.4164 0.3177 0.1961  -0.352
P1 -3.8083 1.3058 0.8251  0.154
S2 -4.5077 3.0981 1.1066  -0.344
H1 0.8758 5.9469 -0.8451  0.352
H2 0.6026 4.6481 0.3138  0.251
H3 -0.5229 5.9798 0.2877  0.427
H4 -0.8454 2.3152 -3.2082  0.995
H5 -1.2841 0.9328 -2.2902  0.863
H6 -3.4751 2.5448 -1.7641  0.299
H7 -2.8380 3.3395 -3.1929  0.398
H8 -4.5091 1.5258 -3.7971  0.521
H9 -3.4469 0.3375 -3.0466  0.405
H10 1.2556 3.2804 -1.4962  0.587
H11 0.9122 1.6213 -1.8419  0.398
H12 1.1552 0.1280 -0.3189  0.683
H13 1.0768 0.5402 1.3671  0.324
H14 4.5753 0.4571 -0.6184  0.421
H15 3.0669 0.5143 -1.4995  0.109
H16 4.2209 -1.7281 -1.4661  0.386
H17 4.1179 -1.7493 0.2656  0.281
H18 1.7730 -1.8508 -0.0599  0.136
H19 -4.5324 0.6769 -0.2115  0.073
H20 -3.9142 0.5387 2.0002  0.139
C11 2.4821 -5.9679 4.1071  -1.132
C12 0.9850 -5.7651 4.1965  -0.209
O8 0.5680 -4.6375 3.4031  -0.307
C13 0.3879 -4.8672 2.1076  0.133
O9 0.5396 -5.9094 1.5443  -0.507
C14 -0.0970 -3.5822 1.4194  1.174
F1 0.6014 -2.4992 1.8285  -0.289
F2 -1.3918 -3.3502 1.7029  -0.283
F3 0.0271 -3.6613 0.0957  -0.253
H21 3.0079 -5.0536 4.3844  0.305
H22 2.7973 -6.7714 4.7716  0.381
H23 2.7834 -6.2207 3.0907  0.318
H24 0.6967 -5.5329 5.2196  0.326
H25 0.4397 -6.6594 3.8985  0.332

Output
F_max: 0.061 hartree/bohr
net charge: 0
2S+1: 1
SMILES string: CS(=O)(=O)[C@@](CCCBr)(COCOCCO)OC(=O)[PH2]=S.CCOC(=O)C(F)(F)F
HOMO-LUMO gap: 0.324 hartree
E_tot: -142502.900 eV

***

Computed, not measured: a structure of composition C14H25N2OPdS3SbSi2, with the ωB97M-V functional and the def2-TZVPD basis.

Each line ends with the Löwdin spin population.
CARTESIAN COORDINATES (ANGSTROEM)
Pd1 1.2416 0.1195 -0.0425  0.025
S1 5.2186 -3.4310 0.5186  0.295
Sb1 4.0351 -3.0557 -1.3851  0.572
S2 3.3408 -0.6257 -0.7376  0.026
S3 2.2589 0.1233 -2.2866  -0.005
C1 -0.8936 3.9046 1.1990  0.000
Si1 -0.3284 3.0170 -0.3416  0.001
C2 1.4385 3.4985 -0.6760  0.000
C3 -1.2838 3.5888 -1.8518  0.000
N1 -0.4606 1.2682 -0.1156  0.009
C4 -1.6055 0.6241 -0.1327  0.000
C5 -2.8952 1.2735 -0.1645  0.001
C6 -4.0456 0.5642 -0.1831  -0.001
C7 -4.0182 -0.8651 -0.1979  0.001
C8 -2.8391 -1.5236 -0.1468  -0.001
C9 -1.5719 -0.8253 -0.0948  0.001
N2 -0.4047 -1.4102 -0.0527  -0.002
Si2 -0.0138 -3.1167 0.0691  0.007
C10 -1.3484 -4.2737 0.7378  0.000
C11 1.3395 -3.2514 1.3385  0.012
C12 0.3937 -3.6707 -1.6605  0.025
H1 -0.7205 4.9804 1.0913  0.000
H2 -0.3071 3.5423 2.0481  0.000
H3 -1.9522 3.7494 1.4272  0.000
H4 1.4367 4.3635 -1.3496  0.000
H5 1.9783 2.6898 -1.1701  0.000
H6 1.9745 3.7839 0.2317  0.000
H7 -1.1761 4.6758 -1.9365  0.000
H8 -2.3466 3.3476 -1.8653  0.000
H9 -0.8240 3.1439 -2.7406  0.000
H10 -2.9458 2.3524 -0.1386  0.000
H11 -4.9932 1.0894 -0.1832  0.000
H12 -4.9450 -1.4236 -0.2456  0.000
H13 -2.8278 -2.6028 -0.1618  0.000
H14 -1.8444 -3.8374 1.6119  0.000
H15 -0.8438 -5.1879 1.0713  0.000
H16 -2.1128 -4.5684 0.0124  0.000
H17 0.8805 -3.2419 2.3345  0.001
H18 2.0465 -2.4278 1.2911  0.001
H19 1.9032 -4.1861 1.2416  0.002
H20 -0.5331 -3.7679 -2.2377  0.001
H21 0.9140 -4.6318 -1.6693  0.008
H22 1.0272 -2.9313 -2.1566  0.008
C13 3.5289 1.5887 1.4469  0.002
C14 2.0780 1.1789 1.4667  0.007
O1 1.3946 1.4160 2.4326  0.004
H23 3.6921 2.3837 2.1730  0.000
H24 3.8546 1.8855 0.4517  0.000
H25 4.1053 0.7033 1.7296  0.000

Output
F_max: 0.012 hartree/bohr
net charge: -1
2S+1: 2
HOMO-LUMO gap (spin up / spin down): 0.152 / 0.176 hartree
E_tot: -78234.112 eV
⟨S²⟩: 0.757

***

Computed, not measured: a structure of composition C14H25N4O3PSW in a non-equilibrium geometry, with the ωB97M-V functional and the def2-TZVPD basis.

Each line ends with the Mulliken charge.
CARTESIAN COORDINATES (ANGSTROEM)
W1 0.3548 0.0076 0.2970  1.242
N1 2.3262 -1.0002 -0.5122  -0.565
C1 3.4428 -0.5266 0.4089  -0.671
C2 2.6999 0.3870 1.3139  0.417
O1 1.4752 -0.3778 1.6665  -0.312
N2 2.7847 1.5957 1.5510  -0.246
C3 1.7289 2.3560 2.2875  -0.509
C4 0.3803 1.8954 1.7470  0.558
O2 -0.4659 1.1966 2.2599  -0.275
O3 0.2659 1.8672 0.3422  -0.460
H1 2.3395 -2.0197 -0.5238  0.359
H2 2.5364 -0.6825 -1.4543  0.275
H3 4.2396 -0.0193 -0.1281  0.347
H4 3.8639 -1.3607 0.9695  0.451
H5 1.8825 3.4207 2.1155  0.355
H6 1.7726 2.1568 3.3587  0.434
C5 -4.5914 -1.1320 -0.4274  -1.261
C6 -3.3006 -0.3053 -0.6332  -0.405
P1 -2.0693 -0.9463 0.5328  0.592
C7 -1.6889 -2.6747 0.1938  -0.725
C8 -0.1823 -2.7915 0.0706  -1.327
C9 -2.6164 -0.8387 2.2493  -0.782
C10 -1.6827 -1.4764 3.2881  -1.091
H7 -5.3119 -0.7317 -1.1444  0.419
H8 -5.0185 -1.0097 0.5651  0.428
H9 -4.4631 -2.1909 -0.6493  0.420
H10 -3.4557 0.7576 -0.4350  0.430
H11 -2.9087 -0.4062 -1.6453  0.358
H12 -2.1950 -2.9887 -0.7213  0.608
H13 -2.0777 -3.2877 1.0087  0.549
H14 0.1803 -2.2566 -0.8253  0.383
H15 0.1654 -3.8199 -0.0787  0.502
H16 0.3288 -2.4851 1.0017  0.502
H17 -3.5743 -1.3729 2.2145  0.700
H18 -2.8349 0.2078 2.4687  0.482
H19 -1.8131 -2.5571 3.3372  0.412
H20 -1.9246 -1.0772 4.2715  0.393
H21 -0.6241 -1.2716 3.1219  0.188
S1 -0.2173 0.1302 -2.1070  -0.346
C11 0.9826 1.3370 -2.5622  0.395
N3 0.8840 2.0148 -3.7221  0.022
C12 1.7865 2.9665 -4.0616  -0.101
C13 2.8101 3.2537 -3.1866  -0.913
C14 2.8674 2.5177 -2.0121  0.034
N4 1.9676 1.5560 -1.7271  -0.065
H22 0.1191 1.8186 -4.3670  0.325
H23 1.6437 3.4541 -5.0198  0.473
H24 3.5388 4.0200 -3.4176  0.473
H25 3.6491 2.6899 -1.2799  0.526

Output
F_max: 0.046 hartree/bohr
net charge: +4
2S+1: 1
HOMO-LUMO gap: 0.220 hartree
E_tot: -48930.322 eV

***

Computed, not measured: a structure of composition C14H25N5PdS, with the ωB97M-V functional and the def2-TZVPD basis.

Each line ends with the Mulliken charge.
CARTESIAN COORDINATES (ANGSTROEM)
Pd1 -0.0540 0.3078 0.4783  0.603
C1 2.7818 1.3779 0.0805  -1.353
N1 2.0401 0.1147 0.3018  0.628
C2 2.2244 -0.7731 -0.8659  -0.929
C3 2.4765 -0.5652 1.5540  -0.975
C4 1.6431 -0.0624 2.6883  -0.667
N2 0.2039 -0.3570 2.4309  0.536
C5 -0.1344 -1.7656 2.7459  -1.340
C6 -0.6548 0.5439 3.2362  -0.833
H1 3.8384 1.1510 -0.0781  0.378
H2 2.6793 2.0274 0.9471  0.347
H3 2.3776 1.8791 -0.7926  0.399
H4 3.2847 -1.0103 -0.9806  0.403
H5 1.8777 -0.2629 -1.7639  0.250
H6 1.6563 -1.6904 -0.7165  0.363
H7 3.5379 -0.3785 1.7392  0.365
H8 2.3612 -1.6393 1.4115  0.446
H9 1.7423 1.0190 2.7964  0.424
H10 1.9501 -0.5135 3.6374  0.396
H11 0.1073 -1.9530 3.7945  0.321
H12 0.4247 -2.4475 2.1113  0.359
H13 -1.1974 -1.9278 2.5946  0.478
H14 -0.4761 0.3614 4.2988  0.422
H15 -1.6992 0.3405 3.0077  0.259
H16 -0.4173 1.5811 3.0043  0.273
N3 -3.0040 -2.3677 -1.8916  -0.391
C7 -2.4193 -1.2608 -1.4566  0.894
N4 -2.3115 -0.2168 -2.2688  -0.345
S1 -1.8256 -1.2651 0.1664  -0.460
H17 -3.4388 -2.4258 -2.7997  0.216
H18 -3.0668 -3.1730 -1.2903  0.215
H19 -2.7340 -0.2209 -3.1855  0.229
H20 -2.0561 0.6819 -1.8913  0.124
N5 -0.0672 2.3247 -0.2990  -0.347
C8 -0.1140 3.4729 -0.3595  0.061
C9 -0.1488 4.9071 -0.4423  0.628
C10 -0.2128 5.6584 0.7306  -0.437
C11 -0.2432 7.0379 0.6331  -0.651
C12 -0.2106 7.6438 -0.6174  -0.367
C13 -0.1499 6.8860 -1.7803  -0.637
C14 -0.1188 5.5049 -1.7028  -0.398
H21 -0.2420 5.1709 1.6951  0.421
H22 -0.2955 7.6398 1.5287  0.415
H23 -0.2327 8.7227 -0.6862  0.414
H24 -0.1293 7.3696 -2.7463  0.417
H25 -0.0726 4.8992 -2.5969  0.446

Output
F_max: 0.012 hartree/bohr
net charge: +2
2S+1: 1
HOMO-LUMO gap (spin up / spin down): 0.260 / 0.260 hartree
E_tot: -36675.183 eV

***

Computed, not measured: a structure of composition C14H25NO5P2Pb in a non-equilibrium geometry, with the ωB97M-V functional and the def2-TZVPD basis.

Each line ends with the Mulliken charge.
CARTESIAN COORDINATES (ANGSTROEM)
Pb1 0.3785 0.0339 -2.1342  0.570
H1 -1.1645 -0.4332 -0.3985  0.089
H2 -1.1845 0.2725 -0.3367  -0.084
P1 0.0546 -2.5188 -1.9792  0.615
P2 0.0526 2.6877 -1.9852  0.973
C1 1.4906 3.4073 -1.2455  -1.187
H3 1.3944 4.4517 -1.5393  0.486
H4 1.4674 3.3133 -0.1549  0.212
H5 2.4055 2.9700 -1.6531  0.290
C2 0.0864 2.8451 -3.7588  -1.241
H6 -0.7929 2.3689 -4.2047  0.353
H7 0.0634 3.9281 -3.8720  0.420
H8 1.0091 2.4142 -4.1639  0.334
C3 -1.4304 3.3725 -1.3100  -1.236
H9 -1.4457 3.3113 -0.2172  0.283
H10 -1.3573 4.4156 -1.6245  0.454
H11 -2.3242 2.9100 -1.7400  0.272
C4 0.2669 -2.6526 -3.7466  -1.260
H12 0.2196 -3.7303 -3.8990  0.417
H13 -0.5357 -2.1456 -4.2961  0.372
H14 1.2393 -2.2571 -4.0674  0.355
C5 1.3901 -3.2795 -1.1251  -1.241
H15 1.2626 -3.1840 -0.0423  0.288
H16 1.2965 -4.3201 -1.4389  0.458
H17 2.3551 -2.8621 -1.4269  0.336
C6 -1.5092 -3.1673 -1.5033  -1.211
H18 -2.3403 -2.6691 -2.0136  0.295
H19 -1.4335 -4.2117 -1.8161  0.451
H20 -1.6442 -3.0943 -0.4185  0.348
C7 1.7471 0.0206 -0.2821  0.171
O1 2.5790 0.1078 0.5034  -0.296
H21 -1.3499 0.0902 -2.7503  -0.147
O2 0.0091 2.9686 1.9699  -0.756
C8 0.0272 1.7705 1.6341  -0.155
O3 0.2239 1.4443 0.4042  -0.132
C9 -0.0791 0.6570 2.6636  0.270
C10 -0.0548 -0.7503 2.4581  0.298
C11 -0.1356 -1.5960 3.5710  -0.514
C12 -0.2286 -1.0687 4.8849  -0.171
C13 -0.2456 0.3341 5.0567  -0.436
C14 -0.1705 1.1723 3.9581  -0.689
N1 -0.3025 -1.9256 6.0174  0.912
O4 -0.2815 -3.1730 5.8291  -0.584
O5 -0.3868 -1.3877 7.1604  -0.579
H22 -0.0004 -1.1737 1.4496  0.232
H23 -0.1212 -2.6766 3.4345  0.443
H24 -0.3191 0.7578 6.0497  0.457
H25 -0.1809 2.2522 4.0994  0.465

Output
F_max: 0.092 hartree/bohr
net charge: 0
2S+1: 1
HOMO-LUMO gap: 0.210 hartree
E_tot: -50468.368 eV